The following is a DFT calculation (ωB97M-V/def2-TZVPD) of a cluster of 17 separate species, C64H93IN20OS in total.

HOMO energy = -0.29163 hartree
lowest unoccupied orbital energy = -0.4 eV
Kohn-Sham gap = 7.58 eV

Structure (ORCA input):
```
! RIJCOSX wB97M-V def2-TZVPD def2/J DEFGRID3
* xyz 0 1
C 0.57 3.81 1.10
C 0.94 4.75 2.23
C 2.38 5.22 2.24
C 0.05 5.16 3.13
C -1.13 4.38 3.63
C -0.87 3.81 5.05
C -0.99 2.28 5.12
C -2.35 1.78 4.57
C 0.12 1.69 4.25
C 0.18 0.14 4.26
C 0.29 -0.42 2.87
C -0.68 -1.25 2.35
N -1.77 -1.61 3.22
C -0.59 -1.77 1.02
C -1.63 -2.69 0.39
C -3.10 -2.41 0.72
C -4.04 -3.25 -0.14
I -4.32 -2.45 -2.10
C 0.52 -1.43 0.26
C 0.72 -1.97 -1.14
O -0.15 -1.39 -2.13
C -0.38 -0.03 -2.00
C -1.60 0.34 -1.47
C -1.96 1.67 -1.33
C -3.30 2.09 -0.79
C -1.04 2.61 -1.73
C 0.19 2.25 -2.26
C 0.55 0.92 -2.43
C 1.87 0.54 -3.07
C 2.81 1.73 -3.19
C 1.61 -0.01 -4.51
C 1.52 -0.59 0.80
N 2.61 -0.29 0.02
C 3.53 0.45 0.55
N 4.68 0.77 -0.17
C 3.40 0.93 1.89
S 4.73 1.93 2.57
N 2.38 0.70 2.66
C 1.42 -0.08 2.09
H 0.16 2.86 1.43
H -0.23 4.29 0.54
H 1.39 3.66 0.40
H 2.76 5.29 3.25
H 2.47 6.19 1.74
H 2.96 4.53 1.65
H 0.16 6.16 3.53
H -2.03 4.99 3.69
H -1.36 3.58 2.93
H -1.47 4.31 5.80
H 0.17 4.02 5.27
H -0.85 1.97 6.16
H -2.54 0.78 4.94
H -3.15 2.47 4.83
H -2.26 1.71 3.49
H 1.07 2.05 4.65
H 0.08 2.04 3.23
H 1.06 -0.19 4.80
H -0.67 -0.27 4.77
H -2.64 -1.22 2.87
H -1.88 -2.62 3.25
H -1.35 -3.73 0.58
H -1.55 -2.55 -0.69
H -3.33 -1.35 0.65
H -3.30 -2.73 1.74
H -3.61 -4.25 -0.25
H -4.99 -3.41 0.34
H 1.76 -1.93 -1.44
H 0.45 -3.02 -1.11
H -2.28 -0.44 -1.16
H -4.06 1.86 -1.54
H -3.32 3.17 -0.67
H -3.59 1.57 0.12
H -1.29 3.66 -1.65
H 0.84 3.06 -2.55
H 2.38 -0.25 -2.54
H 2.44 2.44 -3.92
H 3.82 1.43 -3.45
H 2.85 2.27 -2.24
H 2.28 0.51 -5.19
H 0.59 0.13 -4.84
H 1.87 -1.05 -4.59
H 5.46 0.26 0.22
H 4.58 0.50 -1.14
H 5.24 1.10 3.49
C -3.59 -6.47 2.78
C -3.23 -5.30 3.56
N -2.93 -4.39 4.20
H -4.62 -6.76 2.99
H -3.50 -6.25 1.72
H -2.92 -7.29 3.04
C 2.02 -3.84 -7.03
C 2.96 -3.01 -6.31
N 3.77 -2.35 -5.80
H 0.99 -3.61 -6.75
H 2.14 -3.70 -8.10
H 2.22 -4.89 -6.77
C -7.60 -2.55 1.81
C -7.51 -4.00 1.73
N -7.44 -5.14 1.66
H -8.34 -2.27 2.56
H -6.64 -2.13 2.08
H -7.91 -2.16 0.83
C 0.21 9.11 5.50
C 0.15 7.74 6.00
N 0.08 6.67 6.40
H 0.57 9.11 4.48
H -0.78 9.55 5.53
H 0.89 9.69 6.12
C -1.19 4.87 -4.98
C 0.09 4.25 -5.30
N 1.08 3.75 -5.55
H -1.94 4.56 -5.71
H -1.52 4.57 -3.99
H -1.10 5.96 -5.01
C 4.75 -1.94 3.10
C 5.78 -2.95 2.91
N 6.59 -3.74 2.76
H 4.95 -1.37 4.00
H 4.74 -1.26 2.25
H 3.77 -2.40 3.19
C -2.13 -0.89 -4.80
C -2.23 0.48 -5.29
N -2.30 1.56 -5.67
H -2.14 -0.90 -3.72
H -2.96 -1.48 -5.18
H -1.20 -1.34 -5.14
C 3.93 -6.54 -4.10
C 3.14 -6.72 -5.30
N 2.50 -6.77 -6.25
H 4.88 -7.07 -4.19
H 4.13 -5.48 -3.94
H 3.39 -6.92 -3.23
C 3.56 -7.20 0.27
C 2.55 -7.07 -0.77
N 1.75 -6.96 -1.58
H 4.55 -7.23 -0.18
H 3.50 -6.35 0.95
H 3.40 -8.12 0.83
C -9.72 -3.28 -2.40
C -9.03 -2.26 -1.62
N -8.48 -1.46 -1.02
H -10.76 -3.35 -2.07
H -9.70 -3.02 -3.45
H -9.24 -4.24 -2.25
C 2.71 7.24 -5.49
C 1.86 8.41 -5.69
N 1.19 9.32 -5.84
H 2.19 6.34 -5.80
H 3.63 7.35 -6.07
H 2.97 7.15 -4.43
C 8.97 -1.06 0.65
C 7.92 -0.85 -0.34
N 7.09 -0.71 -1.12
H 9.70 -1.76 0.27
H 9.46 -0.11 0.86
H 8.54 -1.45 1.57
C -5.19 -0.88 5.03
C -5.74 -0.35 3.78
N -6.17 0.06 2.80
H -5.76 -0.49 5.87
H -5.25 -1.97 5.03
H -4.15 -0.59 5.13
C 7.05 -4.12 -4.66
C 7.08 -5.38 -3.92
N 7.09 -6.37 -3.34
H 7.65 -4.21 -5.56
H 6.03 -3.86 -4.93
H 7.46 -3.32 -4.04
C -1.00 -5.86 -3.39
C -0.74 -4.90 -4.45
N -0.53 -4.15 -5.29
H -1.48 -5.37 -2.55
H -1.65 -6.65 -3.76
H -0.06 -6.31 -3.05
C -3.50 8.56 7.40
C -3.30 9.69 6.50
N -3.12 10.57 5.79
H -2.75 7.79 7.21
H -3.42 8.89 8.43
H -4.49 8.14 7.24
*
```


The following is a DFT calculation (ωB97M-V/def2-TZVPD) of a cluster of 16 separate species, C65H150F19N11O25S4 in total.

HOMO energy = -0.31240 hartree
lowest unoccupied orbital energy = -4.9 eV
Kohn-Sham gap = 3.59 eV

Structure (ORCA input):
```
! RIJCOSX wB97M-V def2-TZVPD def2/J DEFGRID3
* xyz 2 1
N 0.93 -0.16 -5.47
S 0.59 -1.50 -6.04
O 1.62 -2.49 -5.73
O -0.17 -1.55 -7.28
F -0.54 -1.94 -4.97
S 1.97 0.20 -6.78
O 1.33 0.81 -7.97
O 3.11 -0.73 -6.97
F 2.73 1.39 -6.00
N -0.04 0.19 -1.10
S -0.22 1.17 0.06
O 0.70 1.06 1.20
O -1.52 1.86 0.22
F 0.55 2.35 -0.77
S -0.56 -1.16 -0.27
O -1.89 -1.21 0.31
O 0.53 -1.80 0.44
F -0.65 -2.14 -1.53
C 5.88 -5.37 -4.91
C 6.62 -5.74 -3.61
C 5.65 -6.10 -2.45
C 4.93 -4.86 -1.92
N 4.27 -5.06 -0.49
C 3.42 -6.33 -0.26
C 2.11 -6.12 -0.97
C 1.80 -4.61 -0.81
C 3.11 -4.02 -0.32
C 5.41 -4.81 0.53
H 6.52 -4.98 -5.69
H 5.06 -4.66 -4.79
H 5.33 -6.26 -5.22
H 7.35 -4.99 -3.30
H 7.23 -6.60 -3.90
H 6.02 -6.71 -1.62
H 5.02 -6.90 -2.84
H 4.15 -4.44 -2.56
H 5.68 -4.10 -1.73
H 3.28 -6.36 0.82
H 4.02 -7.18 -0.58
H 1.34 -6.77 -0.55
H 2.19 -6.41 -2.02
H 0.97 -4.36 -0.15
H 1.44 -4.23 -1.77
H 3.09 -3.77 0.74
H 3.32 -3.09 -0.83
H 5.15 -5.15 1.54
H 5.64 -3.75 0.67
H 6.28 -5.44 0.34
C 6.49 -1.03 -0.09
C 6.26 -1.09 1.38
C 4.88 -0.55 1.83
C 4.70 -0.57 3.35
N 3.31 -0.03 3.73
C 3.18 1.48 3.37
C 2.05 2.12 4.23
C 1.88 1.13 5.40
C 3.03 0.10 5.23
C 2.10 -0.89 3.23
H 6.15 -0.07 -0.49
H 5.96 -1.75 -0.71
H 7.55 -1.09 -0.34
H 7.05 -0.46 1.79
H 6.43 -2.09 1.79
H 4.09 -1.17 1.41
H 4.79 0.48 1.47
H 5.36 0.08 3.92
H 4.61 -1.60 3.70
H 3.04 1.51 2.29
H 4.10 1.92 3.74
H 1.07 2.26 3.78
H 2.38 3.09 4.60
H 0.96 0.56 5.49
H 1.95 1.68 6.33
H 2.84 -0.86 5.71
H 3.88 0.56 5.73
H 1.14 -0.49 3.56
H 2.23 -1.91 3.56
H 2.00 -0.83 2.14
C -3.65 -3.34 -6.49
C -4.39 -2.86 -5.28
O -4.96 -1.76 -5.33
N -4.68 -3.79 -4.11
H -5.66 -3.78 -3.87
H -4.61 -4.73 -4.48
C -3.87 -3.37 -2.88
H -4.29 -4.00 -7.07
H -2.87 -4.00 -6.13
H -3.27 -2.48 -7.06
H -2.87 -3.04 -3.16
H -4.00 -4.27 -2.29
H -4.42 -2.54 -2.43
C -2.08 -3.24 3.09
C -2.81 -4.51 2.53
C -2.37 -4.94 1.10
O -2.64 -6.32 0.71
C -2.42 -6.64 -0.72
N -2.46 -5.66 3.52
H -3.01 -5.64 4.37
H -2.51 -6.60 3.14
H -1.48 -5.51 3.71
H -2.26 -2.36 2.47
H -0.99 -3.27 3.06
H -2.58 -3.07 4.04
H -3.87 -4.31 2.67
H -1.34 -4.60 0.94
H -2.86 -4.24 0.42
H -2.67 -5.87 -1.44
H -2.87 -7.59 -1.02
H -1.35 -6.64 -0.92
C -0.40 3.46 -3.73
C -1.58 2.49 -3.85
C -2.44 2.72 -5.07
O -3.32 1.66 -5.26
C -4.18 1.84 -6.30
N -1.19 1.00 -3.80
H -2.05 0.48 -3.97
H -0.52 0.73 -4.50
H -0.81 0.80 -2.88
H -0.70 4.51 -3.72
H 0.32 3.29 -4.53
H 0.10 3.28 -2.78
H -2.25 2.49 -2.99
H -1.87 2.72 -5.99
H -2.99 3.66 -5.06
H -4.70 2.79 -6.34
H -4.80 0.97 -6.53
H -3.57 1.79 -7.20
C -1.25 5.02 3.92
C -1.86 5.23 2.60
C -0.93 5.73 1.48
O 0.10 4.73 1.13
C 1.00 5.24 0.08
N -2.50 3.88 2.14
H -1.80 3.24 1.79
H -2.72 3.27 2.91
H -3.39 3.97 1.69
H -0.54 5.78 4.28
H -0.81 4.03 3.96
H -2.06 5.06 4.64
H -2.75 5.84 2.74
H -0.61 6.71 1.81
H -1.52 5.78 0.57
H 0.54 5.42 -0.89
H 1.87 4.60 -0.09
H 1.49 6.14 0.44
C -5.04 -0.82 1.55
C -6.29 0.11 1.42
C -7.15 0.11 2.74
O -8.22 1.04 2.71
C -9.00 1.06 3.90
N -5.65 1.53 1.23
H -5.21 1.85 2.07
H -5.02 1.60 0.44
H -6.42 2.17 1.11
H -5.40 -1.82 1.80
H -4.39 -0.54 2.38
H -4.45 -1.00 0.65
H -7.00 -0.07 0.61
H -6.51 0.40 3.57
H -7.51 -0.90 2.91
H -9.51 0.10 3.86
H -9.74 1.86 3.91
H -8.42 1.20 4.82
C 3.53 1.02 -1.68
C 3.19 0.43 -3.08
C 4.35 -0.27 -3.76
O 5.01 -1.37 -3.18
C 6.18 -1.84 -3.89
N 2.08 -0.49 -2.97
H 1.56 -0.42 -3.84
H 2.30 -1.47 -2.89
H 1.45 -0.16 -2.25
H 4.39 1.67 -1.84
H 3.94 0.31 -0.96
H 2.72 1.60 -1.22
H 2.75 1.13 -3.79
H 4.99 0.56 -4.08
H 3.92 -0.66 -4.68
H 7.03 -1.24 -3.56
H 5.99 -2.00 -4.95
H 6.40 -2.83 -3.49
C 0.47 10.05 4.14
C 1.94 9.73 4.37
C 2.15 8.26 4.76
O 1.74 7.40 3.73
C 2.34 6.11 3.75
N 2.69 10.18 3.12
H 2.18 9.88 2.31
H 2.66 11.18 3.03
H 3.67 9.94 3.03
H -0.02 9.63 3.26
H 0.24 11.11 4.01
H -0.17 9.71 4.96
H 2.44 10.36 5.10
H 1.47 7.86 5.52
H 3.15 7.94 5.05
H 1.74 5.46 3.12
H 2.22 5.63 4.72
H 3.36 6.10 3.35
C -3.42 1.20 4.82
O -3.79 1.82 6.08
O -4.08 1.93 3.81
C -1.80 0.94 4.77
F -1.02 1.98 5.16
F -1.40 -0.06 5.54
F -1.28 0.73 3.52
C -3.51 1.12 7.33
C -3.86 2.23 8.32
H -3.23 3.12 8.38
H -4.89 2.59 8.20
H -3.86 1.94 9.37
H -2.47 0.88 7.53
H -4.28 0.37 7.54
H -3.88 0.21 4.88
C 1.74 10.02 -0.92
O 1.37 9.22 -1.97
O 2.53 11.15 -1.46
C 0.52 10.32 0.02
F -0.58 10.81 -0.62
F 0.10 9.36 0.82
F 0.89 11.25 0.94
C 1.99 7.93 -2.18
C 1.03 7.27 -3.21
H 1.58 6.70 -3.96
H 0.41 6.45 -2.85
H 0.32 7.89 -3.78
H 1.84 7.35 -1.26
H 2.97 8.06 -2.64
H 2.37 9.38 -0.31
C -3.38 -7.09 -5.23
O -2.53 -6.04 -4.72
O -4.62 -6.66 -4.73
C -3.49 -7.38 -6.79
F -3.47 -6.24 -7.53
F -2.45 -8.18 -7.20
F -4.60 -8.01 -7.31
C -1.19 -6.45 -4.42
C -0.57 -5.18 -3.83
H -0.64 -4.94 -2.77
H 0.48 -5.06 -4.08
H -1.09 -4.32 -4.25
H -0.62 -6.72 -5.32
H -1.11 -7.29 -3.72
H -3.13 -8.03 -4.74
C -4.83 4.79 -0.86
O -5.06 3.34 -1.07
O -4.98 4.97 0.54
C -3.35 5.10 -1.45
F -2.46 4.11 -1.11
F -3.37 4.99 -2.77
F -2.81 6.28 -1.25
C -5.38 2.79 -2.34
C -5.18 1.23 -2.17
H -4.14 1.07 -1.89
H -5.73 0.97 -1.26
H -5.54 0.73 -3.07
H -4.76 3.04 -3.20
H -6.36 3.10 -2.70
H -5.52 5.32 -1.51
C 1.54 -6.19 3.69
O 2.46 -6.45 4.83
O 0.35 -6.63 4.19
C 1.73 -4.61 3.41
F 3.03 -4.31 3.30
F 1.14 -4.24 2.26
F 1.19 -3.81 4.33
C 3.11 -7.70 4.92
C 3.98 -7.70 6.18
H 4.68 -6.86 6.22
H 3.37 -7.67 7.08
H 4.57 -8.62 6.21
H 3.70 -7.89 4.02
H 2.36 -8.48 4.92
H 1.90 -6.64 2.76
*
```


Question: The lowest lowest unoccupied orbital energy belongs to which entry?
Answer: C65H150F19N11O25S4


Question: The highest Kohn-Sham gap belongs to which entry?
Answer: C64H93IN20OS


Question: Which value of Kohn-Sham gap does entry 2 give?
Answer: 3.59 eV


Question: Number 1 is which compound?
Answer: C64H93IN20OS